The following is a quantum chemistry calculation of 12 unconnected molecules or ions with the total composition C52H112N3O33P4, from OMol25.

Each atom is followed by the atoms it is bonded to, with distances in Å.
Cartesian coordinates (Å):
1 O -0.16 2.70 -0.75  H2 0.960, H3 0.960, H4 0.960
2 H 0.42 3.39 -1.08  O1 0.960
3 H -1.05 2.81 -1.09  O1 0.960
4 H 0.18 1.82 -0.91  O1 0.960
5 C -0.05 -2.28 -0.03  C6 1.596, H16 1.090, H17 1.090, H18 1.090
6 C -0.51 -0.75 -0.04  C5 1.596, C7 1.574, N11 1.564, C15 1.649
7 C -1.16 -0.50 1.37  C6 1.574, C8 1.536, H19 1.090, H20 1.090
8 C -0.14 -0.52 2.52  C7 1.536, C9 1.562, H21 1.090, H22 1.090
9 C 1.12 0.35 2.23  C8 1.562, C10 1.577, H23 1.090, H24 1.090
10 C 1.88 0.20 0.85  C9 1.577, N11 1.508, C13 1.545, C14 1.574
11 N 0.76 0.16 -0.15  C6 1.564, C10 1.508, O12 1.509
12 O 1.22 0.43 -1.57  N11 1.509
13 C 2.67 -1.13 0.87  C10 1.545, H25 1.090, H26 1.090, H27 1.090
14 C 2.94 1.35 0.67  C10 1.574, H28 1.090, H29 1.090, H30 1.090
15 C -1.69 -0.39 -1.13  C6 1.649, H31 1.090, H32 1.090, H33 1.090
16 H 0.61 -2.38 -0.89  C5 1.090
17 H -0.90 -2.96 -0.06  C5 1.090
18 H 0.38 -2.55 0.94  C5 1.090
19 H -1.96 -1.24 1.44  C7 1.090
20 H -1.53 0.53 1.36  C7 1.090
21 H 0.03 -1.56 2.82  C8 1.090
22 H -0.47 -0.09 3.46  C8 1.090
23 H 1.73 0.16 3.11  C9 1.090
24 H 0.71 1.36 2.27  C9 1.090
25 H 2.24 -1.89 1.52  C13 1.090
26 H 3.69 -1.02 1.22  C13 1.090
27 H 2.86 -1.66 -0.07  C13 1.090
28 H 3.47 1.29 -0.28  C14 1.090
29 H 3.67 1.36 1.48  C14 1.090
30 H 2.59 2.38 0.69  C14 1.090
31 H -1.90 0.68 -1.03  C15 1.090
32 H -2.71 -0.77 -1.16  C15 1.090
33 H -1.21 -0.63 -2.08  C15 1.090
34 C -4.61 5.42 -0.37  C35 1.571, H45 1.090, H46 1.090, H47 1.090
35 C -4.84 4.11 -1.21  C34 1.571, C36 1.575, N40 1.525, C44 1.512
36 C -6.31 4.17 -1.75  C35 1.575, C37 1.525, H48 1.090, H49 1.090
37 C -6.57 3.17 -2.88  C36 1.525, C38 1.469, H50 1.090, H51 1.090
38 C -5.53 3.33 -3.91  C37 1.469, C39 1.588, H52 1.090, H53 1.090
39 C -4.04 3.12 -3.41  C38 1.588, N40 1.440, C42 1.584, C43 1.537
40 N -3.78 4.01 -2.31  C35 1.525, C39 1.440, O41 1.494
41 O -2.38 4.13 -1.80  N40 1.494
42 C -3.03 3.57 -4.55  C39 1.584, H54 1.090, H55 1.090, H56 1.090
43 C -3.85 1.63 -3.10  C39 1.537, H57 1.090, H58 1.090, H59 1.090
44 C -4.70 2.89 -0.33  C35 1.512, H60 1.090, H61 1.090, H62 1.090
45 H -5.40 5.80 0.28  C34 1.090
46 H -4.46 6.22 -1.09  C34 1.090
47 H -3.68 5.39 0.20  C34 1.090
48 H -6.77 5.14 -1.97  C36 1.090
49 H -6.93 3.84 -0.92  C36 1.090
50 H -7.53 3.30 -3.37  C37 1.090
51 H -6.50 2.18 -2.43  C37 1.090
52 H -5.64 4.35 -4.25  C38 1.090
53 H -5.74 2.67 -4.76  C38 1.090
54 H -3.08 4.64 -4.77  C42 1.090
55 H -3.29 3.04 -5.46  C42 1.090
56 H -1.98 3.40 -4.30  C42 1.090
57 H -4.57 1.13 -2.46  C43 1.090
58 H -2.82 1.45 -2.79  C43 1.090
59 H -4.03 1.03 -3.99  C43 1.090
60 H -5.16 3.25 0.60  C44 1.090
61 H -3.73 2.41 -0.28  C44 1.090
62 H -5.37 2.11 -0.70  C44 1.090
63 C 1.93 -2.36 7.46  C64 1.517, H70 1.090, H71 1.090, H72 1.090
64 C 1.55 -2.53 6.00  C63 1.517, O65 1.396, H73 1.090, H74 1.090
65 O 2.19 -1.55 5.23  C64 1.396, C66 1.391
66 C 3.55 -1.62 4.95  O65 1.391, O67 1.257, O68 1.311
67 O 4.33 -2.48 5.43  C66 1.257
68 O 3.83 -0.55 4.24  C66 1.311, C69 1.417
69 C 5.13 -0.16 3.84  O68 1.417, H75 1.090, H76 1.090, H77 1.090
70 H 1.62 -1.38 7.82  C63 1.090
71 H 2.99 -2.49 7.68  C63 1.090
72 H 1.28 -3.03 8.03  C63 1.090
73 H 0.46 -2.50 5.91  C64 1.090
74 H 1.81 -3.56 5.76  C64 1.090
75 H 5.60 0.23 4.74  C69 1.090
76 H 5.00 0.64 3.11  C69 1.090
77 H 5.67 -0.95 3.32  C69 1.090
78 C 5.14 -0.51 -2.51  C79 1.516, H85 1.090, H86 1.090, H87 1.090
79 C 6.44 -1.07 -3.06  C78 1.516, O80 1.448, H88 1.090, H89 1.090
80 O 7.59 -0.23 -2.76  C79 1.448, C81 1.328
81 C 7.96 0.70 -3.64  O80 1.328, O82 1.242, O83 1.278
82 O 7.31 1.25 -4.53  C81 1.242
83 O 9.19 0.94 -3.37  C81 1.278, C84 1.449
84 C 10.02 1.43 -4.45  O83 1.449, H90 1.090, H91 1.090, H92 1.090
85 H 4.41 -1.31 -2.55  C78 1.090
86 H 4.75 0.31 -3.12  C78 1.090
87 H 5.18 -0.23 -1.46  C78 1.090
88 H 6.25 -1.25 -4.11  C79 1.090
89 H 6.40 -2.06 -2.60  C79 1.090
90 H 10.99 1.62 -4.00  C84 1.090
91 H 9.77 2.39 -4.90  C84 1.090
92 H 10.06 0.63 -5.19  C84 1.090
93 C 4.05 -4.48 2.34  C94 1.585, H100 1.090, H101 1.090, H102 1.090
94 C 4.97 -5.12 3.47  C93 1.585, O95 1.405, H103 1.090, H104 1.090
95 O 4.73 -6.50 3.45  C94 1.405, C96 1.309
96 C 5.71 -7.36 3.39  O95 1.309, O97 1.238, O98 1.352
97 O 6.92 -7.08 3.34  C96 1.238
98 O 5.22 -8.61 3.54  C96 1.352, C99 1.337
99 C 5.90 -9.57 4.17  O98 1.337, H105 1.090, H106 1.090, H107 1.090
100 H 4.11 -3.40 2.38  C93 1.090
101 H 3.04 -4.87 2.49  C93 1.090
102 H 4.29 -4.85 1.34  C93 1.090
103 H 4.74 -4.74 4.47  C94 1.090
104 H 6.04 -4.92 3.43  C94 1.090
105 H 6.38 -9.38 5.13  C99 1.090
106 H 6.76 -9.78 3.54  C99 1.090
107 H 5.26 -10.45 4.21  C99 1.090
108 C -0.78 3.72 3.15  C109 1.575, H115 1.090, H116 1.090, H117 1.090
109 C 0.00 4.66 2.16  C108 1.575, O110 1.375, H118 1.090, H119 1.090
110 O 1.25 5.02 2.60  C109 1.375, C111 1.355
111 C 1.50 6.01 3.49  O110 1.355, O112 1.237, O113 1.380
112 O 0.67 6.71 4.08  C111 1.237
113 O 2.84 5.95 3.82  C111 1.380, C114 1.399
114 C 3.47 6.92 4.59  O113 1.399, H120 1.090, H121 1.090, H122 1.090
115 H -1.26 2.94 2.55  C108 1.090
116 H -1.49 4.20 3.83  C108 1.090
117 H -0.09 3.25 3.85  C108 1.090
118 H -0.68 5.47 1.88  C109 1.090
119 H 0.15 4.09 1.24  C109 1.090
120 H 4.49 6.71 4.90  C114 1.090
121 H 3.00 6.84 5.57  C114 1.090
122 H 3.46 7.99 4.35  C114 1.090
123 C -3.47 0.60 5.20  C124 1.347, C128 1.423, H132 1.080
124 C -4.78 0.87 5.28  C123 1.347, C125 1.371, H133 1.080
125 C -5.75 -0.08 5.09  C124 1.371, C126 1.367, H134 1.080
126 C -5.36 -1.39 4.94  C125 1.367, C127 1.392, N129 1.476
127 C -4.05 -1.81 5.17  C126 1.392, C128 1.459, H135 1.080
128 C -3.04 -0.76 5.12  C123 1.423, C127 1.459, H136 1.080
129 N -6.39 -2.38 4.57  C126 1.476, O130 1.245, O131 1.244
130 O -6.14 -3.60 4.51  N129 1.245
131 O -7.56 -2.04 4.33  N129 1.244
132 H -2.74 1.37 5.03  C123 1.080
133 H -5.04 1.92 5.38  C124 1.080
134 H -6.78 0.22 4.97  C125 1.080
135 H -3.82 -2.86 5.19  C127 1.080
136 H -2.02 -1.10 5.20  C128 1.080
137 C 3.89 -4.08 -1.61  O138 1.420, H145 1.090, H146 1.090, H147 1.090
138 O 4.04 -3.43 -2.86  C137 1.420, P139 1.611
139 P 3.43 -4.08 -4.20  O138 1.611, O140 1.507, O141 1.607, O143 1.685
140 O 3.63 -5.56 -4.39  P139 1.507
141 O 1.87 -3.70 -4.06  P139 1.607, C142 1.441
142 C 1.46 -2.40 -3.58  O141 1.441, H148 1.090, H149 1.090, H150 1.090
143 O 4.05 -3.01 -5.34  P139 1.685, C144 1.370
144 C 4.70 -3.44 -6.46  O143 1.370, H151 1.090, H152 1.090, H153 1.090
145 H 3.68 -5.15 -1.68  C137 1.090
146 H 3.12 -3.66 -0.96  C137 1.090
147 H 4.75 -4.03 -0.94  C137 1.090
148 H 0.66 -2.50 -2.85  C142 1.090
149 H 0.93 -1.89 -4.39  C142 1.090
150 H 2.26 -1.83 -3.11  C142 1.090
151 H 5.66 -3.90 -6.22  C144 1.090
152 H 5.04 -2.63 -7.09  C144 1.090
153 H 4.06 -4.20 -6.92  C144 1.090
154 C -4.15 -1.74 -3.45  O155 1.433, H162 1.090, H163 1.090, H164 1.090
155 O -4.44 -2.34 -4.72  C154 1.433, P156 1.726
156 P -6.01 -2.28 -5.43  O155 1.726, O157 1.530, O158 1.667, O160 1.642
157 O -7.22 -2.96 -4.79  P156 1.530
158 O -6.20 -0.63 -5.39  P156 1.667, C159 1.422
159 C -7.26 0.04 -4.72  O158 1.422, H165 1.090, H166 1.090, H167 1.090
160 O -5.79 -2.39 -7.06  P156 1.642, C161 1.378
161 C -5.32 -3.59 -7.55  O160 1.378, H168 1.090, H169 1.090, H170 1.090
162 H -3.75 -2.64 -3.00  C154 1.090
163 H -5.02 -1.25 -3.03  C154 1.090
164 H -3.34 -1.06 -3.72  C154 1.090
165 H -7.01 0.38 -3.71  C159 1.090
166 H -8.17 -0.55 -4.57  C159 1.090
167 H -7.50 0.88 -5.36  C159 1.090
168 H -4.65 -3.47 -8.40  C161 1.090
169 H -6.16 -4.11 -8.00  C161 1.090
170 H -4.83 -4.27 -6.85  C161 1.090
171 C -4.88 0.08 1.70  O172 1.387, H179 1.090, H180 1.090, H181 1.090
172 O -4.78 -0.89 0.72  C171 1.387, P173 1.647
173 P -4.84 -2.52 0.92  O172 1.647, O174 1.481, O175 1.600, O177 1.688
174 O -4.34 -3.33 -0.22  P173 1.481
175 O -6.32 -2.79 1.46  P173 1.600, C176 1.498
176 C -7.04 -4.05 1.13  O175 1.498, H182 1.090, H183 1.090, H184 1.090
177 O -3.82 -2.67 2.26  P173 1.688, C178 1.394
178 C -2.95 -3.75 2.39  O177 1.394, H185 1.090, H186 1.090, H187 1.090
179 H -5.84 0.12 2.22  C171 1.090
180 H -4.88 1.02 1.15  C171 1.090
181 H -4.01 -0.19 2.29  C171 1.090
182 H -8.08 -3.73 1.03  C176 1.090
183 H -7.07 -4.75 1.97  C176 1.090
184 H -6.84 -4.62 0.22  C176 1.090
185 H -2.91 -4.31 1.46  C178 1.090
186 H -3.26 -4.48 3.15  C178 1.090
187 H -1.90 -3.56 2.57  C178 1.090
188 C 4.41 3.47 -2.09  O189 1.455, H196 1.090, H197 1.090, H198 1.090
189 O 4.28 4.92 -1.99  C188 1.455, P190 1.671
190 P 2.87 5.44 -1.25  O189 1.671, O191 1.513, O192 1.704, O194 1.606
191 O 1.78 4.39 -1.23  P190 1.513
192 O 3.42 6.10 0.22  P190 1.704, C193 1.480
193 C 4.70 5.71 0.85  O192 1.480, H199 1.090, H200 1.090, H201 1.090
194 O 2.46 6.69 -2.17  P190 1.606, C195 1.422
195 C 1.18 6.69 -2.79  O194 1.422, H202 1.090, H203 1.090, H204 1.090
196 H 5.18 3.17 -2.80  C188 1.090
197 H 3.53 2.91 -2.40  C188 1.090
198 H 4.65 3.06 -1.11  C188 1.090
199 H 4.67 4.63 1.03  C193 1.090
200 H 4.61 6.16 1.84  C193 1.090
201 H 5.60 6.15 0.43  C193 1.090
202 H 1.18 7.61 -3.38  C195 1.090
203 H 0.30 6.80 -2.16  C195 1.090
204 H 1.07 5.79 -3.39  C195 1.090

Multiplicity: 2
<S²>: 0.766
Total charge: -2
E_LUMO (spin up / spin down) in eV: 2.854 / 2.854
Kohn-Sham gap (spin up / spin down) in eV: 2.92 / 4.51
HOMO level (spin up / spin down) in eV: -0.07 / -1.66